Below is a 12-piece molecular cluster, C56H110N12O8 overall in a non-equilibrium geometry, with properties calculated with ωB97M-V/def2-TZVPD.

Structure (XYZ):
```
186
Properties=species:S:1:pos:R:3:lowdin_charge:R:1
C -5.7999 -10.9135 10.1605 -0.10
C -7.3194 -11.1204 10.2216 -0.26
C -8.0667 -9.8808 10.7291 -0.18
C -7.9084 -8.7877 9.7540 -0.22
N -7.6941 -7.9317 9.0015 0.14
H -5.3416 -11.8710 9.9092 0.05
H -5.4110 -10.6007 11.1307 0.06
H -5.4841 -10.1839 9.4150 0.07
H -7.5631 -12.0360 10.7620 0.09
H -7.6482 -11.3801 9.2127 0.11
H -7.6538 -9.6495 11.7106 0.11
H -9.1064 -10.1922 10.8291 0.11
C -11.2441 -17.1263 8.7670 -0.07
C -10.7661 -17.3963 7.3089 -0.26
C -9.6584 -16.5149 6.8855 -0.20
C -8.4606 -16.4887 7.7662 -0.15
N -7.5278 -16.4368 8.4362 0.19
H -10.3361 -17.0957 9.3693 0.04
H -12.0022 -17.8595 9.0339 0.08
H -11.6500 -16.1179 8.8577 0.08
H -11.5763 -17.2555 6.5924 0.11
H -10.4215 -18.4198 7.1538 0.11
H -9.9260 -15.4662 6.7391 0.13
H -9.3393 -16.7931 5.8791 0.13
C -1.0068 -19.8587 11.1897 -0.09
C -0.3080 -19.8733 12.5593 -0.25
C 1.1242 -19.3640 12.5388 -0.17
C 1.9396 -20.1908 11.6135 -0.23
N 2.5607 -20.8132 10.8762 0.16
H -0.6552 -20.6906 10.5802 0.08
H -0.8917 -18.8861 10.7081 0.05
H -2.0928 -19.9156 11.2776 0.06
H -0.4064 -20.8442 13.0449 0.12
H -0.8311 -19.1273 13.1617 0.08
H 1.6832 -19.3582 13.4737 0.11
H 1.0158 -18.3437 12.1691 0.11
C -4.6432 -15.5267 6.3380 -0.08
C -3.5294 -14.7806 7.1078 -0.24
C -2.4063 -14.2743 6.1648 -0.18
C -1.6600 -15.2831 5.4579 -0.23
N -1.1153 -16.1349 4.9250 0.18
H -5.4936 -15.7927 6.9641 0.03
H -4.1365 -16.3682 5.8673 0.06
H -5.0207 -14.7868 5.6300 0.07
H -3.1469 -15.4896 7.8455 0.08
H -3.8705 -13.9603 7.7401 0.10
H -1.7328 -13.6508 6.7544 0.11
H -2.8341 -13.5888 5.4306 0.12
C -5.5059 -21.7521 7.3832 -0.09
C -4.4068 -20.6693 7.6104 -0.23
C -4.6811 -19.3588 6.8522 -0.21
C -4.6073 -19.4918 5.4215 -0.25
N -4.5623 -19.4850 4.2660 0.15
H -5.2318 -22.7112 7.8212 0.07
H -5.6871 -21.9096 6.3197 0.07
H -6.4336 -21.4098 7.8436 0.05
H -3.4868 -21.1472 7.2721 0.11
H -4.2626 -20.4412 8.6666 0.09
H -3.8544 -18.7082 7.1458 0.11
H -5.6102 -18.8391 7.0891 0.11
C 0.0385 -14.7853 9.3400 -0.11
O 0.0231 -15.5285 8.1626 -0.20
C -0.2488 -16.9167 8.2684 -0.23
C 0.6708 -17.6584 7.3121 -0.19
N 2.0838 -17.4725 7.6534 -0.05
C 2.4690 -17.8957 9.0055 -0.19
C 4.0091 -17.7714 9.2712 -0.21
O 4.2842 -16.4635 9.6784 -0.21
C 5.4943 -16.3221 10.3908 -0.11
H 0.8765 -15.0467 9.9929 0.08
H -0.8771 -14.8980 9.9271 0.08
H 0.1468 -13.7232 9.1201 0.08
H -1.3310 -17.0343 8.1639 0.11
H -0.0732 -17.2643 9.2904 0.09
H 0.4504 -17.3108 6.3034 0.08
H 0.3727 -18.7084 7.3401 0.12
H 2.3032 -16.4903 7.5513 0.11
H 2.0865 -18.9008 9.1819 0.09
H 1.9686 -17.2437 9.7276 0.09
H 4.5709 -17.8849 8.3414 0.12
H 4.2576 -18.4866 10.0581 0.10
H 6.3580 -16.6312 9.7964 0.09
H 5.5064 -16.9032 11.3154 0.09
H 5.5651 -15.2524 10.5861 0.07
C -12.6090 -14.6224 16.8287 -0.12
O -12.4365 -15.9934 17.0784 -0.18
C -12.4620 -16.7959 15.8705 -0.20
C -11.1540 -16.7863 15.0548 -0.20
N -10.1277 -17.4728 15.8271 -0.05
C -8.7332 -17.3671 15.3108 -0.19
C -8.4891 -17.6604 13.8488 -0.21
O -8.8417 -16.5503 13.0039 -0.23
C -8.4930 -16.7454 11.6287 -0.10
H -12.3847 -14.0661 17.7372 0.09
H -13.6133 -14.3895 16.4660 0.08
H -11.9271 -14.2870 16.0432 0.07
H -13.2965 -16.4414 15.2590 0.11
H -12.7971 -17.8035 16.1192 0.12
H -10.9680 -15.7307 14.8565 0.11
H -11.1934 -17.3227 14.1039 0.11
H -10.3300 -18.4595 15.9063 0.10
H -8.1573 -18.0696 15.9193 0.11
H -8.1952 -16.4941 15.6880 0.12
H -9.1252 -18.4869 13.5215 0.12
H -7.4520 -17.9826 13.7315 0.11
H -8.9088 -17.6306 11.1450 0.07
H -7.4057 -16.7881 11.5361 0.07
H -8.8077 -15.8690 11.0624 0.08
C -0.2070 -18.0739 15.7212 -0.13
O 0.1574 -17.1583 14.7196 -0.20
C -0.7520 -16.0484 14.6360 -0.19
C -0.1683 -14.8438 13.8852 -0.20
N -1.1665 -13.8364 13.6606 -0.07
C -1.6273 -13.0851 14.8106 -0.19
C -2.5118 -11.9151 14.3992 -0.22
O -1.6937 -10.8637 13.9484 -0.19
C -2.4062 -9.7122 13.6124 -0.13
H -1.2014 -18.4999 15.5687 0.09
H -0.1714 -17.6055 16.7076 0.09
H 0.5155 -18.8897 15.7381 0.09
H -1.0801 -15.7531 15.6344 0.11
H -1.6209 -16.3556 14.0494 0.11
H 0.1820 -15.1952 12.9135 0.12
H 0.6401 -14.2948 14.3780 0.11
H -1.0479 -13.2394 12.8547 0.07
H -0.8654 -12.7817 15.5348 0.12
H -2.2764 -13.7719 15.3607 0.11
H -3.1402 -11.5708 15.2250 0.12
H -3.1953 -12.1748 13.5858 0.11
H -1.8058 -9.0594 12.9779 0.09
H -2.6037 -9.0822 14.4848 0.09
H -3.3687 -9.9135 13.1367 0.08
C 6.8512 -12.2500 10.6419 -0.10
O 5.5423 -12.5555 11.1264 -0.23
C 5.1250 -11.7128 12.2169 -0.21
C 3.7337 -12.1853 12.6006 -0.22
N 2.7460 -11.6517 11.6600 -0.04
C 1.3859 -12.1860 11.9268 -0.19
C 0.3378 -11.3575 11.1920 -0.18
O -0.8427 -12.1767 11.0932 -0.24
C -1.9720 -11.6209 10.4523 -0.10
H 7.6555 -12.4484 11.3502 0.09
H 6.8322 -11.2102 10.3072 0.08
H 6.9148 -12.8424 9.7295 0.09
H 5.1417 -10.6745 11.8785 0.12
H 5.8445 -11.7837 13.0357 0.12
H 3.4939 -11.8736 13.6193 0.12
H 3.6628 -13.2755 12.6469 0.12
H 3.0899 -12.0084 10.7762 0.11
H 1.1437 -12.1834 12.9901 0.11
H 1.2399 -13.2217 11.6072 0.10
H 0.6876 -11.0395 10.2083 0.12
H 0.1185 -10.4776 11.7998 0.11
H -2.2015 -10.6067 10.7907 0.08
H -2.8625 -12.1982 10.7015 0.07
H -1.8735 -11.5348 9.3679 0.09
N -7.5766 -14.0719 13.5374 0.03
C -8.3924 -12.9742 13.7177 -0.13
C -7.5830 -11.8534 13.9642 -0.12
C -6.2430 -12.2754 13.8233 -0.11
C -6.2761 -13.6425 13.4855 -0.12
H -7.8757 -15.0178 13.3279 0.09
H -9.4684 -13.0471 13.7494 0.10
H -7.9212 -10.8596 14.2140 0.09
H -5.4004 -11.6014 13.8160 0.06
H -5.4996 -14.3302 13.1865 0.09
N -7.3554 -20.5012 12.1930 0.02
C -6.6209 -19.6600 11.3867 -0.13
C -7.1734 -19.7347 10.1250 -0.16
C -8.2870 -20.4993 10.1703 -0.12
C -8.3968 -20.9879 11.4811 -0.12
H -7.2053 -20.6828 13.1720 0.15
H -5.8275 -19.0413 11.7743 0.09
H -6.8844 -19.1019 9.2983 0.08
H -8.9743 -20.7261 9.3698 0.10
H -9.0717 -21.6859 11.9517 0.11
N -4.9171 -16.5392 10.0972 0.04
C -4.0575 -17.5128 10.5892 -0.15
C -3.1260 -16.9022 11.3939 -0.12
C -3.4099 -15.5420 11.4703 -0.11
C -4.5027 -15.3082 10.6115 -0.12
H -5.7536 -16.7043 9.5560 0.05
H -4.1989 -18.5731 10.4484 0.08
H -2.3637 -17.3172 12.0369 0.08
H -2.8716 -14.7704 12.0006 0.07
H -5.0933 -14.4467 10.3397 0.10
```

Output
**Electronic energy**: -3458.45338 hartree
**Total charge**: 0
**SMILES**: c1cc[nH]c1.c1cc[nH]c1.c1cc[nH]c1.COCCNCCOC.COCCNCCOC.COCCNCCOC.COCCNCCOC.CCCC#N.CCCC#N.CCCC#N.CCCC#N.CCCC#N
**Lowest unoccupied orbital energy**: 0.0004 Eh